(w)
ORCA calculation (ωB97M-V/def2-TZVPD) on 2 unconnected molecules or ions with the total composition C2H9NOS.

Positions of all 14 atoms, in Å:
N  -0.4809  3.4775  1.1765
C  -0.8914  3.7626  -0.1826
O  0.1227  3.5252  -1.1928
H  -0.6306  2.5132  1.4184
H  0.4472  3.8427  1.3762
H  -1.7301  3.0974  -0.3606
H  -1.0978  4.8278  -0.2690
H  0.9205  3.3858  -0.6822
C  0.9416  -4.6643  0.0596
S  -0.7152  -4.2661  -0.5985
H  0.9679  -5.7256  0.3073
H  1.7936  -4.3965  -0.5552
H  1.0330  -4.1810  1.0325
H  -0.6805  -5.1988  -1.5296

For the HOMO energy, the calculation gives -9.159 eV. As for the molar mass: 95.2 g mol⁻¹. As for the HOMO-LUMO gap: 10.01 eV. As for the SMILES: NCO.CS.

=====

(x)
ORCA calculation (ωB97M-V/def2-TZVPD) on 3 unconnected molecules or ions with the total composition C2H9NOS.

Positions of all 14 atoms, in Å:
S  2.1574  -0.6388  -1.6230
H  3.3852  -1.0382  -1.2692
C  -0.1030  0.5880  0.9047
O  -0.8662  1.5602  1.7178
C  -1.0649  0.2260  -0.2116
N  -0.9326  -1.1545  -0.7026
H  0.0589  -0.3244  1.5017
H  0.8222  1.0312  0.5312
H  -0.2764  1.9163  2.4141
H  -2.0649  0.2551  0.2772
H  -1.0449  0.9361  -1.0585
H  -1.5424  -1.2435  -1.5077
H  1.4547  -0.8228  0.1029
H  0.0168  -1.2907  -1.0770

For the HOMO energy, the calculation gives -9.451 eV. As for the molar mass: 95.2 g mol⁻¹. As for the HOMO-LUMO gap: 8.82 eV.

=====

Most stable: (w)

=====

(w)
ORCA calculation (ωB97M-V/def2-TZVPD) on 2 unconnected molecules or ions with the total composition C3H10NO3.

Positions of all 17 atoms, in Å:
C  1.2199  0.1738  0.1457
C  0.5598  1.2986  0.9423
O  0.0835  0.8758  2.1671
N  0.3441  -0.7601  -0.5796
C  -0.9809  -0.9504  0.0623
O  -0.9983  -1.2004  1.4100
H  1.8757  -0.3742  0.8541
H  1.9328  0.6112  -0.5613
H  1.3953  1.9968  1.1724
H  -0.2665  1.7153  0.3198
H  -0.5974  -0.3043  1.8685
H  0.8803  -1.6159  -0.6441
H  -1.5858  -0.1230  -0.3135
H  -1.4938  -1.7965  -0.4421
H  -0.2625  -0.4326  -3.6891
H  -0.2710  0.5106  -2.4507
O  -0.1438  0.4870  -3.4037

For the HOMO energy, the calculation gives -3.475 eV. As for the molar mass: 108.1 g mol⁻¹. As for the net charge: -1. As for the HOMO-LUMO gap: 7.34 eV.

=====

(x)
ORCA calculation (ωB97M-V/def2-TZVPD) on 2 unconnected molecules or ions with the total composition C3H10NO3.

Positions of all 17 atoms, in Å:
C  -0.6941  1.2776  0.5580
O  -1.3374  2.1433  -0.1507
C  0.1303  -0.0024  -0.1449
C  1.1646  0.5962  -1.0342
O  2.1642  -0.3967  -1.3015
N  0.7146  -1.0000  0.8456
H  -1.4896  0.7026  1.1894
H  0.1327  1.6837  1.1159
H  -0.5912  -0.4395  -0.7655
H  0.6401  0.9649  -2.0290
H  1.7963  1.4078  -0.8252
H  1.8683  -1.1280  -1.8924
H  1.3450  -1.4940  0.2350
H  1.2408  -0.5072  1.5625
H  -2.4064  -1.1582  1.1003
H  -1.0878  -1.8536  1.2077
O  -2.0838  -2.0475  1.0657

For the HOMO energy, the calculation gives -2.682 eV. As for the molar mass: 108.1 g mol⁻¹. As for the net charge: -1. As for the HOMO-LUMO gap: 6.19 eV.

=====

Most stable: (w)

=====

(w)
ORCA calculation (ωB97M-V/def2-TZVPD) on a molecular structure, C3H3Br2ClO.

Positions of all 10 atoms, in Å:
C  -2.9282  -1.4068  -1.3718
C  -0.1490  0.1467  0.1868
C  -1.5567  0.6173  0.1299
O  -2.7770  -1.5589  -2.5302
Cl  -3.8946  -2.2078  -0.2563
Br  -1.8987  2.2912  -0.6766
Br  -2.6379  0.2289  1.6246
H  -0.1208  -0.9437  0.2570
H  0.3769  0.5491  1.0593
H  0.3841  0.4571  -0.7110

For the HOMO energy (alpha / beta), the calculation gives -7.853 / -10.402 eV. As for the molar mass: 250.3 g mol⁻¹. As for the multiplicity: 3. As for the HOMO-LUMO gap (alpha / beta): 8.39 / 8.88 eV.

=====

(x)
ORCA calculation (ωB97M-V/def2-TZVPD) on a molecular structure, C3H3Br2ClO.

Positions of all 10 atoms, in Å:
C  -2.7882  2.4809  0.9416
C  -0.2134  -0.1852  -0.1045
C  -1.4060  -1.0476  -0.1300
O  -1.6419  2.1848  1.0619
Cl  -4.1629  1.4146  0.5777
Br  -2.3982  -1.4792  1.4109
Br  -2.3161  -1.1634  -1.7644
H  0.1749  -0.0781  -1.0365
H  0.5342  -0.4135  0.5794
H  -0.5425  0.8209  0.2476

For the HOMO energy (alpha / beta), the calculation gives -7.759 / -10.402 eV. As for the molar mass: 250.3 g mol⁻¹. As for the multiplicity: 3. As for the HOMO-LUMO gap (alpha / beta): 8.12 / 8.59 eV.

=====

Most stable: (w)

=====

(w)
ORCA calculation (ωB97M-V/def2-TZVPD) on a molecular structure, C26H24CdN9O7S3.

Positions of all 70 atoms, in Å:
Cd  -0.0723  -0.3447  1.4561
O  1.8394  0.9752  0.7217
N  2.3928  1.8144  1.5484
C  3.6769  2.1693  1.3385
C  4.3465  3.0494  2.1495
C  3.6687  3.6110  3.2312
C  2.3591  3.2548  3.4424
C  1.6894  2.3392  2.6089
S  0.0719  1.9059  2.8717
H  4.1331  1.7118  0.4737
H  5.3756  3.2950  1.9324
H  4.1623  4.3086  3.8951
H  1.7911  3.6563  4.2690
O  -0.7376  2.2215  -3.9436
C  -0.6811  0.8875  -4.0333
C  -0.4066  0.3290  -5.2836
C  -0.3553  -1.0417  -5.4507
C  -0.5637  -1.8914  -4.3713
C  -0.8175  -1.3461  -3.1256
C  -0.8882  0.0314  -2.9318
C  -1.1922  0.5183  -1.5464
O  -1.1115  -0.3315  -0.6065
N  -1.5323  1.7991  -1.5057
N  -2.1411  2.2704  -0.3782
C  -2.0219  3.5045  -0.1408
S  -0.8802  4.5678  -1.0033
C  -1.3334  6.0612  -0.0640
C  -1.7733  5.6184  1.3172
S  -3.0080  4.3155  1.0625
H  -1.0150  2.4178  -3.0025
H  -0.2637  1.0028  -6.1190
H  -0.1616  -1.4514  -6.4350
H  -0.5370  -2.9653  -4.5032
H  -0.9697  -1.9818  -2.2627
H  -2.1400  6.5719  -0.5895
H  -0.4476  6.6954  -0.0305
H  -2.2329  6.4189  1.8958
H  -0.9463  5.1761  1.8753
N  -2.4425  0.2920  1.9696
N  -3.5849  -0.4653  1.7513
C  -3.6041  -1.7277  1.2722
N  -4.8202  -2.2082  0.9613
N  -2.4787  -2.4068  1.1656
N  -2.5029  -3.6450  0.6461
O  -1.4291  -4.1609  0.4163
O  -3.5755  -4.2475  0.4211
H  -2.4085  0.6328  2.9218
H  -2.3450  1.0548  1.2834
H  -4.4625  0.0266  1.6889
H  -5.6277  -1.6142  0.9675
H  -4.8360  -3.1611  0.6240
O  1.0960  -2.9263  4.5585
C  0.7702  -2.3112  3.5421
O  -0.0007  -1.3123  3.4459
C  1.3708  -2.8327  2.2147
C  1.9328  -4.1257  2.1837
C  2.4176  -4.6084  1.0064
C  2.3511  -3.8093  -0.1573
C  2.7839  -4.2537  -1.4257
C  2.6810  -3.4371  -2.5171
C  2.1597  -2.1351  -2.3884
C  1.7412  -1.6739  -1.1718
C  1.8042  -2.5088  -0.0347
N  1.3296  -2.0553  1.1588
H  1.9393  -4.6928  3.1024
H  2.8357  -5.6072  0.9492
H  3.1969  -5.2520  -1.5160
H  3.0057  -3.7902  -3.4883
H  2.0707  -1.5091  -3.2671
H  1.3552  -0.6730  -1.0465

For the HOMO energy, the calculation gives -4.982 eV. As for the molar mass: 783.1 g mol⁻¹. As for the net charge: -1. As for the HOMO-LUMO gap: 7.15 eV.

=====

(x)
ORCA calculation (ωB97M-V/def2-TZVPD) on a molecular structure, C26H24CdN9O7S3.

Positions of all 70 atoms, in Å:
Cd  -1.2066  0.5946  0.2773
O  -3.2304  0.6494  -0.5370
N  -3.4471  1.3918  -1.5902
C  -4.4440  1.0228  -2.4185
C  -4.8147  1.7798  -3.4979
C  -4.1427  2.9783  -3.7360
C  -3.0945  3.3262  -2.9178
C  -2.7051  2.5190  -1.8370
S  -1.3817  2.9218  -0.8354
H  -4.9185  0.0946  -2.1411
H  -5.6134  1.4395  -4.1399
H  -4.4453  3.6238  -4.5502
H  -2.5329  4.2365  -3.0668
O  0.2431  -2.7768  2.9907
C  1.4709  -2.8820  2.4434
C  2.4753  -3.5267  3.1659
C  3.7411  -3.6588  2.6302
C  4.0310  -3.1572  1.3660
C  3.0430  -2.5179  0.6411
C  1.7567  -2.3787  1.1611
C  0.7061  -1.6370  0.4157
O  -0.4327  -1.4409  0.9767
N  1.0357  -1.2209  -0.7806
N  0.0891  -0.4277  -1.4171
C  0.5318  -0.0247  -2.5482
S  -0.3497  0.9456  -3.6809
C  1.1836  1.6170  -4.4086
C  2.1347  0.4537  -4.5818
S  2.1919  -0.4654  -3.0047
H  -0.2574  -2.1713  2.3685
H  2.2366  -3.8989  4.1537
H  4.5076  -4.1619  3.2070
H  5.0257  -3.2628  0.9529
H  3.2409  -2.1111  -0.3408
H  1.5798  2.3664  -3.7225
H  0.9292  2.0885  -5.3573
H  3.1492  0.7814  -4.8086
H  1.7815  -0.2203  -5.3626
N  -3.9304  -1.5752  1.4109
N  -3.0889  -2.6843  1.1961
C  -2.4945  -2.9649  0.0405
N  -1.7129  -4.0718  -0.0224
N  -2.8161  -2.1699  -0.9760
N  -2.3312  -2.3386  -2.2057
O  -1.8366  -3.4182  -2.5828
O  -2.4373  -1.3826  -2.9633
H  -3.4226  -0.8749  1.9577
H  -4.0692  -1.1283  0.5054
H  -2.7434  -3.1207  2.0326
H  -1.1922  -4.3348  0.7991
H  -1.2851  -4.2125  -0.9273
O  -2.3028  2.0868  4.0399
C  -1.7103  1.6116  3.0755
O  -2.1414  0.7450  2.2554
C  -0.2439  2.0536  2.8797
C  0.3166  2.9078  3.8558
C  1.6391  3.2197  3.7906
C  2.4261  2.6663  2.7553
C  3.8171  2.8882  2.6564
C  4.5472  2.2985  1.6632
C  3.9083  1.4781  0.7146
C  2.5593  1.2665  0.7708
C  1.7810  1.8365  1.8027
N  0.4501  1.5529  1.8837
H  -0.3393  3.2748  4.6310
H  2.1070  3.8652  4.5251
H  4.2921  3.5302  3.3892
H  5.6153  2.4651  1.6029
H  4.4929  1.0106  -0.0676
H  2.0780  0.6294  0.0422

For the HOMO energy, the calculation gives -5.082 eV. As for the molar mass: 783.1 g mol⁻¹. As for the net charge: -1. As for the HOMO-LUMO gap: 7.32 eV.

=====

(y)
ORCA calculation (ωB97M-V/def2-TZVPD) on a molecular structure, C26H24CdN9O7S3.

Positions of all 70 atoms, in Å:
Cd  0.8115  -0.5557  0.5059
O  -0.4480  0.0713  2.4624
N  -0.4338  1.3039  2.9044
C  -1.6200  1.8990  3.1461
C  -1.7016  3.1805  3.6169
C  -0.5084  3.8867  3.8198
C  0.6861  3.2805  3.5430
C  0.7693  1.9524  3.0630
S  2.1966  1.1622  2.6340
H  -2.4709  1.2736  2.9245
H  -2.6701  3.6205  3.8000
H  -0.5300  4.9055  4.1834
H  1.6257  3.7993  3.6688
O  -1.5573  2.6278  -1.7839
C  -2.6398  1.9562  -2.2605
C  -3.6151  2.6288  -2.9945
C  -4.6993  1.9499  -3.5215
C  -4.8175  0.5823  -3.3212
C  -3.8431  -0.0811  -2.5944
C  -2.7463  0.5793  -2.0459
C  -1.7394  -0.1991  -1.2458
O  -1.1406  0.3666  -0.2955
N  -1.6271  -1.4562  -1.6314
N  -0.7035  -2.1447  -0.8687
C  -0.6498  -3.3847  -1.1167
S  -1.7565  -4.1740  -2.2593
C  -1.0183  -5.8212  -2.0473
C  -0.4527  -5.9107  -0.6406
S  0.5574  -4.4287  -0.3809
H  -1.5998  3.5450  -2.0797
H  -3.5056  3.6964  -3.1568
H  -5.4443  2.4907  -4.0918
H  -5.6575  0.0369  -3.7298
H  -3.9053  -1.1478  -2.4290
H  -0.2297  -5.9707  -2.7844
H  -1.8043  -6.5590  -2.2096
H  0.1936  -6.7790  -0.5167
H  -1.2555  -5.9502  0.0965
N  -1.2085  -2.5675  2.0349
N  -0.3279  -3.2142  2.9091
C  1.0131  -3.1207  2.9620
N  1.6024  -3.8750  3.9122
N  1.6050  -2.2863  2.1118
N  2.9793  -2.2381  2.0539
O  3.7009  -3.0927  2.5769
O  3.4176  -1.3008  1.4487
H  -1.1428  -1.5536  2.1673
H  -0.9646  -2.7955  1.0697
H  -0.7775  -3.7505  3.6345
H  1.0488  -4.5409  4.4196
H  2.6129  -3.9549  3.8492
O  3.4668  -1.8100  -2.6679
C  2.7976  -1.3166  -1.7619
O  2.1164  -1.8997  -0.8809
C  2.8024  0.2278  -1.7067
C  3.7301  0.9386  -2.5077
C  3.7540  2.2949  -2.4445
C  2.8268  2.9766  -1.6182
C  2.7828  4.3866  -1.5084
C  1.8551  4.9868  -0.7061
C  0.9171  4.2037  0.0032
C  0.9370  2.8417  -0.0867
C  1.9123  2.2002  -0.8822
N  1.9467  0.8347  -0.9276
H  4.3917  0.3573  -3.1315
H  4.4665  2.8715  -3.0240
H  3.4974  4.9763  -2.0706
H  1.8296  6.0657  -0.6185
H  0.1735  4.6869  0.6247
H  0.1886  2.2354  0.4030

For the HOMO energy, the calculation gives -4.653 eV. As for the molar mass: 783.1 g mol⁻¹. As for the net charge: -1. As for the HOMO-LUMO gap: 6.93 eV.

=====

Most stable: (x)

=====

(w)
ORCA calculation (ωB97M-V/def2-TZVPD) on a molecular structure, C3H2NO3S.

Positions of all 10 atoms, in Å:
C  2.2374  0.7889  -0.5591
C  0.3271  0.4698  0.8834
C  1.4598  0.9568  0.4676
N  3.1129  0.9641  -1.3046
O  -2.4978  -1.1056  0.7302
O  -1.0534  -1.8407  -0.9901
O  -1.7306  0.5109  -1.0208
S  -1.5420  -0.6869  -0.2749
H  -0.0862  -0.4634  0.1948
H  -0.2273  0.4060  1.8734

For the HOMO energy (alpha / beta), the calculation gives -4.387 / -4.386 eV. As for the molar mass: 132.1 g mol⁻¹. As for the net charge: -1. As for the HOMO-LUMO gap (alpha / beta): 7.68 / 7.68 eV.

=====

(x)
ORCA calculation (ωB97M-V/def2-TZVPD) on a gas-phase ion, C3H2NO3S (charge -1).

Positions of all 10 atoms, in Å:
C  -0.5167  -0.0567  0.0313
C  0.4510  -1.0727  0.0300
C  -4.1538  -0.2189  -0.0565
N  -2.8296  -0.7448  0.0670
O  -4.5866  -0.4557  -1.1991
O  -4.5747  0.3546  0.9611
O  -1.8476  0.0816  0.2149
S  0.3353  -2.7164  0.3912
H  0.0970  0.8497  0.0742
H  1.4154  -0.7249  -0.3186

For the HOMO energy (alpha / beta), the calculation gives -4.330 / -4.328 eV. As for the molar mass: 132.1 g mol⁻¹. As for the net charge: -1. As for the HOMO-LUMO gap (alpha / beta): 6.27 / 6.26 eV.

=====

Most stable: (w)